The following is a DFT calculation (wB97M-V/def2-TZVPD) of 2 unconnected molecules or ions with the total composition C19H22N4O4S2 at a distorted geometry.

Each line ends with the Mulliken charge.
CARTESIAN COORDINATES (ANGSTROEM)
C (-2.616, 2.851, -3.373)  -0.45
C (-1.799, 1.792, -3.779)  -0.66
C (-1.841, 0.572, -3.101)  -0.21
C (-2.685, 0.423, -2.008)  0.06
S (-2.784, -1.188, -1.196)  1.31
C (-1.680, -1.262, 0.284)  0.34
C (-1.610, -2.393, 0.981)  -1.05
S (-0.387, 0.015, 0.440)  1.37
C (-0.824, 1.658, 1.090)  0.24
C (-0.822, 2.844, 0.347)  -0.17
C (-1.145, 4.054, 0.988)  -0.73
C (-1.409, 4.088, 2.353)  -0.40
C (-1.295, 2.919, 3.104)  -0.66
C (-1.001, 1.708, 2.474)  -0.51
O (0.390, -0.345, 1.640)  -0.84
O (0.286, 0.009, -0.848)  -0.60
O (-4.149, -1.226, -0.714)  -0.69
O (-2.286, -2.204, -2.107)  -0.63
C (-3.567, 1.446, -1.642)  -0.28
C (-3.505, 2.672, -2.308)  -0.54
H (-2.576, 3.808, -3.899)  0.39
H (-1.127, 1.909, -4.627)  0.39
H (-1.230, -0.270, -3.408)  0.44
H (-0.908, -2.515, 1.796)  0.43
H (-2.431, -3.122, 0.831)  0.33
H (-0.553, 2.819, -0.712)  0.44
H (-1.145, 4.980, 0.416)  0.41
H (-1.674, 5.025, 2.839)  0.39
H (-1.400, 2.941, 4.184)  0.38
H (-0.876, 0.813, 3.082)  0.42
H (-4.289, 1.294, -0.839)  0.42
H (-4.170, 3.488, -2.004)  0.41
N (4.266, 2.326, 2.015)  -0.76
N (3.825, 1.297, 1.737)  0.38
N (3.247, 0.208, 1.618)  0.12
C (3.810, -0.648, 0.580)  -0.81
C (3.384, -2.092, 0.823)  0.13
C (3.658, -3.032, -0.388)  -0.75
C (2.529, -4.082, -0.344)  -0.56
C (1.459, -3.483, 0.574)  -0.36
N (2.025, -2.308, 1.123)  0.04
H (3.464, -0.343, -0.418)  0.25
H (4.918, -0.662, 0.588)  0.51
H (4.056, -2.472, 1.641)  0.17
H (3.630, -2.444, -1.319)  0.33
H (4.652, -3.486, -0.301)  0.36
H (2.125, -4.256, -1.337)  0.31
H (2.898, -5.023, 0.069)  0.28
H (0.527, -3.303, 0.019)  0.09
H (1.173, -4.185, 1.380)  0.23
H (1.459, -1.617, 1.657)  0.30

Calculated values
Energy relative to the best compared isomer or geometry (same formula, charge and spin): 177.71 kcal per mole
E_LUMO: -0.351 eV
Orbital gap: 7.1 eV
HOMO: -0.2722 hartree
Electronic energy: -55875.2181 eV

---

The following is a DFT calculation (wB97M-V/def2-TZVPD) of a molecular structure, C33H35GeN3OPRuS2Se2 at a distorted geometry.

Each line ends with the Mulliken charge.
CARTESIAN COORDINATES (ANGSTROEM)
Ru (-0.474, -1.668, -0.988)  0.10
Se (-0.491, 0.846, -1.637)  0.11
P (-2.386, 2.061, -1.535)  -0.27
Se (-2.779, -1.219, -1.639)  -0.35
C (-2.373, 2.560, 0.246)  0.73
C (-3.415, 2.038, 1.007)  -0.46
C (-3.470, 2.233, 2.383)  -0.60
C (-2.489, 2.973, 3.020)  -0.59
C (-1.448, 3.512, 2.272)  -0.55
C (-1.390, 3.299, 0.905)  -0.06
C (-1.741, 3.507, -2.481)  0.59
C (-2.480, 3.823, -3.620)  -0.69
C (-2.099, 4.856, -4.466)  -0.59
C (-0.965, 5.599, -4.181)  -0.42
C (-0.210, 5.291, -3.057)  -0.84
C (-0.589, 4.252, -2.222)  0.33
H (-4.179, 1.448, 0.513)  0.36
H (-4.284, 1.802, 2.954)  0.41
H (-2.535, 3.137, 4.090)  0.42
H (-0.679, 4.102, 2.758)  0.39
H (-0.555, 3.700, 0.350)  0.07
H (-3.371, 3.246, -3.842)  0.34
H (-2.691, 5.080, -5.345)  0.39
H (-0.664, 6.409, -4.834)  0.37
H (0.687, 5.857, -2.835)  0.40
H (0.048, 4.001, -1.385)  0.16
N (3.733, -2.503, -1.286)  0.01
C (4.053, -1.211, -1.650)  0.41
C (5.281, -0.613, -1.904)  -1.20
C (5.256, 0.720, -2.256)  -0.50
C (4.045, 1.420, -2.350)  -0.88
C (2.830, 0.819, -2.093)  -0.20
C (2.831, -0.530, -1.731)  0.57
N (1.791, -1.415, -1.420)  -0.05
C (2.380, -2.559, -1.176)  0.31
C (1.644, -3.770, -0.885)  -0.53
C (2.137, -5.017, -0.666)  -0.27
S (0.853, -6.119, -0.476)  -0.17
C (-0.265, -4.850, -0.693)  -0.36
N (0.265, -3.676, -0.894)  0.20
H (4.368, -3.275, -1.194)  0.24
H (6.209, -1.166, -1.835)  0.42
H (6.186, 1.231, -2.470)  0.40
H (4.061, 2.464, -2.636)  0.47
H (1.908, 1.372, -2.172)  0.06
H (3.165, -5.336, -0.623)  0.38
H (-1.324, -5.032, -0.639)  0.49
C (-1.825, -4.335, 2.124)  -1.19
Ge (-2.993, -3.175, 1.043)  1.05
C (-4.630, -4.205, 0.696)  -1.42
C (-3.495, -1.608, 2.094)  -0.49
C (-2.245, -2.667, -0.682)  -0.51
H (-2.127, -4.262, 3.171)  0.43
H (-0.783, -4.028, 2.044)  0.22
H (-1.918, -5.384, 1.833)  0.34
H (-5.133, -4.458, 1.630)  0.37
H (-4.409, -5.134, 0.166)  0.38
H (-5.313, -3.621, 0.078)  0.37
H (-3.482, -1.831, 3.163)  0.37
H (-4.505, -1.294, 1.823)  0.41
H (-2.834, -0.769, 1.887)  -0.48
H (-2.208, -3.550, -1.327)  0.62
C (-0.113, -0.292, 3.625)  -1.16
S (-0.101, -0.127, 1.837)  1.23
O (-0.110, -1.559, 1.363)  -0.42
C (1.598, 0.405, 1.654)  0.28
C (2.616, -0.530, 1.781)  -0.80
C (3.930, -0.119, 1.629)  -0.70
C (4.216, 1.214, 1.355)  -0.70
C (3.190, 2.137, 1.229)  -0.61
C (1.868, 1.732, 1.370)  0.26
H (0.719, -0.922, 3.931)  0.42
H (-1.068, -0.745, 3.887)  0.32
H (-0.040, 0.704, 4.064)  0.39
H (2.367, -1.568, 1.974)  0.38
H (4.734, -0.839, 1.718)  0.39
H (5.244, 1.528, 1.225)  0.41
H (3.415, 3.170, 0.997)  0.44
H (1.049, 2.428, 1.238)  -0.11

Calculated values
2S+1: 2
Energy relative to the best compared isomer or geometry (same formula, charge and spin): 24.48 kcal per mole
E_LUMO (spin up / spin down): -0.225 / -0.231 eV
⟨S²⟩: 0.7619
Orbital gap (spin up / spin down): 6.2 / 6.1 eV
HOMO (spin up / spin down): -0.2344 / -0.2321 hartree
Electronic energy: -262056.6886 eV